1.
14
Properties=species:S:1:pos:R:3 method="wB97M-V/def2-TZVPD" homo_ha=-0.3414 orbital_gap_ha=0.364 relative_energy_kj_mol=18.3 fmax_ev_per_a=0.95 multiplicity=1 energy_ha=-341.02345
C 1.568 1.287 1.156
N 0.927 0.974 -0.132
H 1.289 0.504 1.862
H 2.646 1.346 1.069
H 1.170 2.229 1.526
H 1.162 0.032 -0.518
H 1.107 1.673 -0.833
H -0.171 0.724 -0.030
N -2.196 -1.861 -0.949
C -1.110 -1.065 -0.656
O -1.375 0.098 -0.207
O 0.028 -1.543 -0.827
H -1.988 -2.841 -0.916
H -3.058 -1.556 -0.545


2.
14
Properties=species:S:1:pos:R:3 method="wB97M-V/def2-TZVPD" homo_ha="-0.5525 / -0.5421" total_charge=+1 orbital_gap_ha="0.437 / 0.213" relative_energy_kj_mol=94.7 fmax_ev_per_a=3.74 multiplicity=2 energy_ha=-340.65254
N -1.726 -0.676 -0.562
C -1.765 -0.076 0.788
O -1.252 1.228 0.823
H -0.708 -0.864 -0.858
H -2.093 -1.641 -0.535
H -1.161 -0.756 1.385
H -2.819 -0.024 1.061
H -1.649 1.634 0.038
C 1.980 -0.337 -0.387
N 1.870 0.945 -0.029
O 1.061 -1.131 -0.651
H 2.985 -0.763 -0.320
H 1.088 1.535 -0.251
H 2.785 1.375 -0.054


3.
15
Properties=species:S:1:pos:R:3 method="wB97M-V/def2-TZVPD" homo_ha=-0.3527 smiles="C[C@H](N)S(N)(=O)=O" orbital_gap_ha=0.372 relative_energy_kj_mol=9.0 fmax_ev_per_a=5.22 multiplicity=1 energy_ha=-739.13941
C 1.355 1.499 -0.130
C 0.654 0.230 0.336
N 1.153 -0.971 -0.413
S -1.141 0.173 -0.100
N -1.461 -1.439 0.453
O -1.356 0.015 -1.497
O -1.954 1.142 0.599
H 1.265 1.394 -1.272
H 0.692 2.221 0.324
H 2.332 1.625 0.129
H 0.584 0.252 1.466
H 0.762 -1.817 -0.036
H 0.908 -0.972 -1.388
H -1.404 -1.602 1.447
H -2.391 -1.748 0.082


4.
15
Properties=species:S:1:pos:R:3 method="wB97M-V/def2-TZVPD" homo_ha=-0.3368 smiles="O=C(CO)NO.N" orbital_gap_ha=0.355 relative_energy_kj_mol=285.5 fmax_ev_per_a=3.74 multiplicity=1 energy_ha=-416.14972
O 0.067 3.103 -0.670
C 0.216 2.031 -0.024
C 1.427 1.192 0.501
O 1.074 0.174 1.351
N -0.955 1.351 0.283
O -2.116 2.029 -0.019
H 2.098 1.977 0.984
H 2.076 0.904 -0.391
H 0.471 -0.490 0.932
H -1.153 0.430 0.835
H -1.548 2.770 -0.380
N -0.730 -1.977 -0.503
H -1.081 -2.827 0.002
H -0.085 -2.164 -1.257
H -1.301 -1.257 -0.780


5.
16
Properties=species:S:1:pos:R:3 method="wB97M-V/def2-TZVPD" homo_ha="0.0213 / -0.1812" total_charge=-1 orbital_gap_ha="0.112 / 0.308" fmax_ev_per_a=2.52 multiplicity=2 energy_ha=-491.50330
O -1.021 -2.581 -1.581
C -0.289 -2.559 -0.601
N 0.174 -1.364 0.003
C -0.053 -0.039 -0.291
N -1.157 0.273 -0.998
O 0.681 0.857 0.166
H 0.146 -3.432 -0.125
H 1.019 -1.429 0.592
H -1.872 -0.364 -1.305
H -1.435 1.226 -1.165
H -2.313 3.109 0.987
H -0.866 2.466 0.853
O -1.593 2.890 0.375
H 3.473 0.393 0.579
H 2.127 0.525 1.184
O 2.978 0.028 1.326


6.
15
Properties=species:S:1:pos:R:3 method="wB97M-V/def2-TZVPD" homo_ha=-0.3311 smiles=COCN(S)NS orbital_gap_ha=0.338 relative_energy_kj_mol=530.2 fmax_ev_per_a=5.31 multiplicity=1 energy_ha=-1061.96059
C -0.627 1.835 1.211
O -0.280 1.728 -0.122
C -0.425 0.491 -0.695
N 0.035 -0.528 0.222
S -0.790 -2.017 -0.235
N 1.385 -0.567 0.404
S 2.281 -1.589 -0.846
H -0.402 2.789 1.702
H -1.722 1.740 1.286
H -0.347 0.868 1.798
H -1.623 0.285 -0.779
H -0.038 0.332 -1.646
H -0.277 -2.338 -1.513
H 1.638 -1.309 1.068
H 1.192 -1.721 -1.856


7.
13
Properties=species:S:1:pos:R:3 method="wB97M-V/def2-TZVPD" homo_ha="-0.2806 / -0.2882" orbital_gap_ha="0.288 / 0.309" relative_energy_kj_mol=481.6 fmax_ev_per_a=2.95 multiplicity=1 energy_ha=-588.49644
C 1.680 -1.026 0.193
C -0.918 2.107 0.013
N 0.563 -0.516 -0.643
N -0.536 -0.101 0.115
S -1.998 -0.958 -0.236
H 1.497 -0.836 1.236
H 1.723 -2.101 -0.192
H 2.737 -0.574 -0.044
H -1.513 1.941 0.855
H 0.112 2.276 -0.170
H -1.480 2.217 -0.843
H 0.423 -1.118 -1.437
H -2.290 -1.309 1.154


8.
14
Properties=species:S:1:pos:R:3 method="wB97M-V/def2-TZVPD" homo_ha=-0.3112 smiles="S=CS.CNN" orbital_gap_ha=0.314 relative_energy_kj_mol=163.9 fmax_ev_per_a=0.81 multiplicity=1 energy_ha=-986.82019
S -2.707 -1.498 0.411
C -3.174 -0.010 -0.052
S -2.133 1.279 -0.519
H -4.221 0.254 -0.123
H -0.935 0.640 -0.309
C 1.545 -1.009 -0.264
N 0.737 0.079 0.273
N 1.391 1.335 0.364
H 0.973 -1.929 -0.180
H 1.753 -0.813 -1.316
H 2.499 -1.127 0.268
H 0.433 -0.162 1.217
H 1.524 1.700 -0.575
H 2.314 1.261 0.803


9.
13
Properties=species:S:1:pos:R:3 method="wB97M-V/def2-TZVPD" homo_ha=-0.5330 smiles="N/C=[NH+]/CN" total_charge=+1 orbital_gap_ha=0.384 relative_energy_kj_mol=257.1 fmax_ev_per_a=5.20 multiplicity=1 energy_ha=-244.96969
N -0.453 2.194 0.139
C -0.539 0.913 0.021
N 0.489 0.340 -0.567
C 0.319 -1.106 -0.588
N 0.145 -1.572 1.149
H -1.053 2.797 0.654
H 0.218 2.683 -0.527
H -1.246 0.275 0.469
H 1.277 0.755 -1.098
H 1.049 -1.780 -0.948
H -0.688 -1.220 -1.008
H 1.030 -1.994 1.247
H -0.549 -2.285 1.055


10.
13
Properties=species:S:1:pos:R:3 method="wB97M-V/def2-TZVPD" homo_ha="-0.5520 / -0.5517" smiles="C/N=[N+](/C)N" total_charge=+1 orbital_gap_ha="0.338 / 0.338" relative_energy_kj_mol=499.4 fmax_ev_per_a=8.60 multiplicity=1 energy_ha=-244.87738
C 1.986 -0.236 -0.081
N 0.739 -0.846 0.033
N -0.456 -0.071 -0.024
C -1.596 -0.968 -0.042
N -0.548 1.216 0.050
H 2.741 -1.098 -0.111
H 2.201 0.402 0.781
H 2.169 0.306 -0.938
H -1.447 -1.643 -0.764
H -2.584 -0.381 -0.268
H -1.676 -1.491 0.926
H -1.445 1.492 0.412
H 0.283 1.776 -0.233


11.
14
Properties=species:S:1:pos:R:3 method="wB97M-V/def2-TZVPD" homo_ha="-0.5143 / -0.5073" total_charge=+1 orbital_gap_ha="0.212 / 0.200" relative_energy_kj_mol=652.9 fmax_ev_per_a=3.34 multiplicity=1 energy_ha=-320.07592
C -1.509 0.024 0.213
C 2.667 0.279 -0.254
N -2.564 0.437 -0.514
N -1.403 -1.218 0.600
N -0.481 0.715 0.535
O 1.703 -0.505 0.125
H 2.838 1.128 0.360
H 2.461 0.491 -1.303
H 3.781 -0.128 -0.229
H -3.424 -0.071 -0.659
H -2.664 1.396 -0.740
H -1.993 -1.968 0.304
H -0.562 -1.489 1.062
H -0.391 1.614 0.126


12.
15
Properties=species:S:1:pos:R:3 method="wB97M-V/def2-TZVPD" homo_ha=-0.5151 total_charge=+1 orbital_gap_ha=0.358 relative_energy_kj_mol=659.7 fmax_ev_per_a=5.69 multiplicity=1 energy_ha=-395.30605
C -0.813 1.644 -0.218
C 3.196 0.796 0.828
N 0.395 0.789 -2.030
N -1.163 -1.848 -0.149
N 1.106 0.080 -2.381
O -0.386 1.622 -1.648
O 2.154 0.976 0.260
H -0.745 2.658 0.046
H -0.023 1.142 0.399
H -1.835 1.204 -0.158
H 3.277 -0.057 1.519
H -1.646 -1.813 0.815
H 3.856 1.705 1.066
H -0.689 -2.677 -0.097
H -1.885 -1.942 -0.869


13.
15
Properties=species:S:1:pos:R:3 method="wB97M-V/def2-TZVPD" homo_ha=-0.5225 smiles="NC/C(O)=[N+](/N)O" total_charge=+1 orbital_gap_ha=0.383 relative_energy_kj_mol=434.4 fmax_ev_per_a=4.11 multiplicity=1 energy_ha=-395.39189
N -0.615 1.350 -1.789
C -0.392 1.175 -0.295
C -0.104 -0.304 -0.153
O -0.177 -1.099 -1.154
N 0.309 -0.745 1.071
N 0.859 -1.999 1.257
O 0.480 0.136 2.186
H -0.212 2.167 -2.163
H -1.579 1.106 -1.870
H 0.392 1.764 0.201
H -1.271 1.244 0.279
H -0.162 -0.584 -1.982
H 0.909 -2.581 0.397
H 0.478 -2.477 2.062
H 1.087 0.849 1.951


14.
14
Properties=species:S:1:pos:R:3 method="wB97M-V/def2-TZVPD" homo_ha=-0.2939 smiles="CCN/N=P/N" orbital_gap_ha=0.320 relative_energy_kj_mol=171.0 fmax_ev_per_a=5.55 multiplicity=1 energy_ha=-586.54955
C -0.555 0.245 2.126
C 0.705 0.243 1.301
N 0.332 1.022 0.026
N 0.010 0.123 -0.972
P 0.038 0.378 -2.514
N -0.475 -1.173 -2.994
H -1.282 -0.494 1.699
H -0.513 -0.016 3.198
H -1.039 1.317 2.098
H 1.589 0.603 1.871
H 0.794 -0.778 1.115
H 0.996 1.655 -0.238
H -0.004 -1.923 -2.657
H -0.596 -1.202 -4.057


15.
15
Properties=species:S:1:pos:R:3 method="wB97M-V/def2-TZVPD" homo_ha=-0.4858 total_charge=+1 orbital_gap_ha=0.319 relative_energy_kj_mol=299.8 fmax_ev_per_a=4.04 multiplicity=1 energy_ha=-1041.30303
C -2.018 -1.210 -1.110
C 2.802 -0.002 0.735
N -0.802 -1.235 0.876
N 3.163 0.074 1.887
N -1.111 -0.739 -0.349
S 2.003 -0.480 -0.592
S -0.788 2.797 -0.382
H -2.380 -0.669 -1.963
H -2.398 -2.244 -1.040
H 0.126 -1.163 1.025
H 3.894 0.626 2.280
H -1.340 -2.049 1.238
H 0.416 2.365 -0.734
H -0.501 0.099 -0.543
H -1.066 3.831 -1.331


16.
14
Properties=species:S:1:pos:R:3 method="wB97M-V/def2-TZVPD" homo_ha=-0.3482 orbital_gap_ha=0.381 relative_energy_kj_mol=327.3 fmax_ev_per_a=2.71 multiplicity=1 energy_ha=-299.90607
C 0.337 -0.653 -1.551
N 0.375 -1.522 -0.375
N 1.089 -1.269 0.625
N 1.755 -0.097 0.597
H -0.257 -1.132 -2.335
H 1.314 -0.459 -2.003
H -0.147 0.294 -1.290
H 2.349 0.014 -0.218
H 2.205 0.102 1.487
C -2.127 1.204 0.986
N -1.106 0.786 1.636
H -2.271 0.899 -0.068
H -2.910 1.871 1.382
H -0.605 -0.037 1.127


17.
14
Properties=species:S:1:pos:R:3 method="wB97M-V/def2-TZVPD" homo_ha="-0.3311 / -0.2317" orbital_gap_ha="0.369 / 0.237" relative_energy_kj_mol=521.8 fmax_ev_per_a=3.78 multiplicity=1 energy_ha=-299.83196
C 0.670 -0.637 1.035
C -0.503 0.316 1.235
N 1.275 -0.184 -0.284
N -0.072 1.453 0.392
N 0.645 0.957 -0.643
N -1.147 -0.323 -1.882
H 1.447 -0.629 1.881
H 0.473 -1.632 0.777
H -1.360 -0.052 0.864
H -0.546 0.695 2.173
H 1.492 -0.849 -0.995
H -0.646 2.218 0.066
H -0.610 -1.172 -1.736
H -1.120 -0.161 -2.881


18.
14
Properties=species:S:1:pos:R:3 method="wB97M-V/def2-TZVPD" homo_ha=-0.3207 smiles="[H]/N=C/N.[H]/N=C/N" orbital_gap_ha=0.357 relative_energy_kj_mol=56.9 fmax_ev_per_a=1.22 multiplicity=1 energy_ha=-300.00904
H 1.999 -0.507 -2.117
N 1.072 -0.634 -1.714
C 0.446 -1.661 -2.099
N -0.876 -1.829 -1.794
H 0.830 -2.461 -2.742
H -1.437 -1.061 -1.473
H -1.315 -2.692 -2.060
H 0.220 0.100 0.404
N 0.414 0.657 1.234
C -0.498 1.427 1.632
N -0.328 2.140 2.802
H -1.379 1.811 1.101
H -1.106 2.543 3.289
H 0.538 2.006 3.295